{
  "formula": "CHF3NO2S",
  "method": "wB97M-V/def2-TZVPD",
  "symbols": ["S", "F", "F", "F", "O", "O", "N", "C", "H"],
  "positions_angstrom": [[-0.787015, 1.218293, -0.017350], [-3.444908, 0.128680, -0.964669], [-3.326726, -0.277062, 1.197055], [-2.228057, -1.538809, -0.185516], [-1.412071, 2.390405, 0.620929], [-0.471471, 1.283909, -1.436993], [0.328976, 0.525964, 0.712774], [-2.588177, -0.258376, 0.032269], [0.444331, 0.518094, 1.714040]],
  "forces_ev_per_a": [[-1.43, -0.09, 0.61], [0.20, -0.59, 0.53], [0.45, 0.11, -0.72], [-0.19, 0.14, -0.16], [0.29, -1.15, -0.80], [-0.93, -0.03, 0.66], [0.98, -0.83, -0.07], [1.41, 2.03, -0.04], [-0.77, 0.40, -0.01]],
  "lowdin_charge": [0.500, 0.026, 0.021, 0.049, -0.414, -0.392, -0.254, -0.524, -0.011],
  "homo_lumo_gap_ev": 9.1,
  "total_charge": -1,
  "e_tot_ev": -25626.2655,
  "lumo_ev": 4.03,
  "relative_energy_ev": 1.526
}

{
  "formula": "C18H19ClFN3O3S",
  "method": "wB97M-V/def2-TZVPD",
  "symbols": ["Cl", "S", "F", "O", "O", "O", "N", "N", "N", "C", "C", "C", "C", "C", "C", "C", "C", "C", "C", "C", "C", "C", "C", "C", "C", "C", "C", "H", "H", "H", "H", "H", "H", "H", "H", "H", "H", "H", "H", "H", "H", "H", "H", "H", "H", "H"],
  "positions_angstrom": [[3.423850, 3.267834, -2.725298], [1.970899, 0.729233, -3.716260], [-1.211371, -3.177863, -3.947863], [-3.588468, -1.183190, 0.540034], [-4.244175, -3.178225, -0.165427], [1.289711, 4.020543, -0.518501], [0.338370, 0.893343, -1.574291], [1.765487, 2.301934, 0.928143], [-0.086761, -0.912601, -2.982534], [-0.296728, 2.144911, 2.111363], [2.293243, 0.910589, 1.191536], [1.410795, -1.384090, 1.916852], [-1.805227, -0.841570, -1.180905], [-2.844814, -3.116690, -2.275791], [0.054666, 0.733176, 2.516922], [2.059523, 2.016195, -2.585085], [-3.331953, -2.690165, -1.088697], [-1.205319, -1.353407, -2.316334], [-4.543573, -2.198202, 0.846490], [3.350780, 0.369806, 0.178575], [0.603674, 0.177974, -2.695844], [-2.868662, -1.516034, -0.533794], [-1.753460, -2.509143, -2.798386], [1.008622, 2.946271, 2.040837], [1.391854, 2.782038, -0.288034], [1.023455, 0.085759, 1.462544], [1.237351, 1.934165, -1.454990], [0.295402, -1.544345, -3.692572], [2.751603, 0.940223, 2.240027], [-0.983249, 2.594926, 2.807481], [0.560196, -2.046817, 1.978693], [1.581792, 2.664096, 2.904251], [-4.310190, -2.618227, 1.885108], [3.804320, -0.585135, 0.516860], [2.999444, 0.279668, -0.773730], [-0.807643, 2.026410, 1.106930], [0.934953, 4.019075, 1.967962], [-3.349135, -3.938744, -2.797016], [-1.588216, 0.023520, -0.578904], [0.440316, 0.424326, 3.508451], [4.146347, 1.121881, 0.253462], [1.918822, -1.365254, 2.795005], [0.504826, 0.056121, 0.597967], [2.122116, -1.759498, 1.191335], [-0.932333, 0.237385, 2.524275], [-5.531140, -1.782199, 0.679156]],
  "forces_ev_per_a": [[-1.71, -1.84, -0.01], [-1.47, 0.07, 1.20], [-0.47, 1.56, 1.61], [0.33, 1.65, 1.53], [-1.27, -1.59, -0.55], [-0.44, -2.47, 0.99], [1.16, -1.06, -2.02], [0.53, 0.24, -0.30], [0.43, -0.96, -1.45], [0.38, 0.30, -0.09], [-1.25, 0.14, 1.78], [-1.24, 1.56, -3.23], [-2.05, 0.59, 3.14], [-1.68, -2.40, -0.33], [-0.12, -1.68, -0.51], [1.63, 2.62, 2.03], [-0.59, 1.54, 2.69], [0.03, -0.70, 0.09], [2.26, -0.67, -0.97], [0.79, 0.91, 3.82], [0.67, 2.35, 2.47], [1.42, -0.53, -2.87], [0.35, -1.50, -2.32], [0.25, -1.63, -0.60], [0.80, 3.74, -0.49], [1.13, -1.78, 3.23], [1.27, -1.55, -3.76], [-0.54, 0.43, 0.40], [0.01, 0.44, -1.44], [-0.45, 0.21, 0.28], [-0.27, -0.11, 0.01], [0.21, 0.35, 0.79], [-0.66, 0.48, -1.46], [-0.52, 0.56, -0.08], [-0.92, -0.26, -2.59], [0.57, 0.62, 0.97], [0.04, 0.14, -0.44], [0.63, 0.12, 0.20], [0.94, 0.42, -0.80], [0.08, 1.29, -0.03], [0.02, -0.20, -0.54], [1.34, 0.13, 2.95], [-1.68, -0.42, -3.01], [-0.08, -0.43, -0.28], [0.45, -0.53, -0.39], [-0.30, -0.13, 0.37]],
  "lowdin_charge": [0.547, 1.043, 0.001, 0.028, 0.011, 0.034, 0.114, 0.000, 0.074, -0.166, -0.240, -0.027, 0.086, 0.058, -0.167, -0.857, -0.193, -0.183, -0.091, -0.002, -0.551, -0.213, -0.164, -0.104, -0.427, -0.304, -0.314, 0.158, 0.165, 0.104, 0.076, 0.112, 0.163, 0.090, 0.017, 0.136, 0.117, 0.150, 0.103, 0.122, 0.094, 0.036, 0.055, 0.061, 0.112, 0.134],
  "homo_lumo_gap_ev": 8.1,
  "smiles": "C[C@@H]1[C@@H](C)CCCN1C(=O)c1nc(Nc2cc3c(cc2F)OCO3)sc1Cl",
  "e_tot_ev": -55659.1373,
  "lumo_ev": 0.31,
  "relative_energy_ev": 3.453
}

{
  "formula": "C4H13N3O",
  "method": "wB97M-V/def2-TZVPD",
  "symbols": ["O", "N", "N", "N", "C", "C", "C", "C", "H", "H", "H", "H", "H", "H", "H", "H", "H", "H", "H", "H", "H"],
  "positions_angstrom": [[-0.873204, -0.970794, 2.754824], [-1.476263, 0.216445, -1.577404], [2.964987, 1.256033, 0.212510], [-2.164533, -1.500677, -0.051637], [0.947834, 0.332010, -1.062158], [1.929414, 0.207916, 0.121990], [-2.192946, -0.755424, -1.204346], [-0.473277, 0.751714, -0.675333], [-0.727684, 0.440909, 0.354762], [1.352647, 1.014378, -1.813608], [1.396266, 0.271402, 1.053317], [2.429149, -0.754755, 0.020058], [2.528968, 2.172211, 0.264646], [0.864365, -0.605954, -1.607362], [-1.391667, -1.544267, 0.590600], [3.422091, 1.277519, -0.697710], [-0.371985, -0.287305, 2.304498], [-0.551961, 1.831978, -0.625175], [-1.601748, -0.545719, 3.208203], [-3.042498, -1.774137, 0.352490], [-2.967951, -1.033489, -1.923165]],
  "forces_ev_per_a": [[0.18, -0.52, -0.08], [0.55, 0.66, -0.21], [-0.04, -0.16, -0.68], [-0.08, -0.34, 0.11], [-0.16, -0.08, -0.03], [0.31, 0.61, -0.82], [-0.40, 0.19, -0.34], [-0.32, -0.47, 0.56], [0.40, -0.10, -0.06], [-0.02, 0.17, 0.11], [-0.31, -0.39, 0.51], [0.09, 0.03, 0.41], [-0.14, -0.06, 0.21], [0.01, -0.30, 0.17], [-0.04, 0.40, 0.00], [0.26, -0.01, 0.21], [-0.04, 0.25, 0.14], [-0.10, 0.32, -0.37], [-0.07, 0.26, 0.02], [-0.01, -0.23, -0.19], [-0.08, -0.23, 0.32]],
  "lowdin_charge": [-0.049, 0.008, -0.019, 0.091, -0.181, -0.272, -0.310, -0.258, 0.074, 0.104, 0.078, 0.106, 0.061, 0.101, 0.053, 0.060, 0.004, 0.106, 0.046, 0.085, 0.110],
  "homo_lumo_gap_ev": 9.6,
  "smiles": "N/C=N\\CCCN.O",
  "e_tot_ev": -10875.9388,
  "lumo_ev": 0.61,
  "relative_energy_ev": 1.739
}